1.
{"formula": "C4H10N2O", "method": "the ωB97M-V functional and the def2-TZVPD basis", "symbols": ["N", "C", "C", "C", "C", "N", "O", "H", "H", "H", "H", "H", "H", "H", "H", "H", "H"], "coordinates": [[-0.07596, -1.25934, -0.63772], [1.15352, -1.03741, 0.24024], [1.41152, 0.42933, 0.01357], [0.24558, 1.36156, 0.34671], [-0.97538, 0.94105, -0.58568], [-2.09872, 0.36834, -0.30555], [-1.98196, -0.56927, 0.64749], [-0.30136, -2.39936, -1.12537], [-1.02901, -0.74311, -0.33136], [2.05931, -1.61096, -0.09842], [1.06157, -1.28018, 1.24490], [2.39652, 0.83528, 0.30770], [1.57248, 0.81088, -0.91055], [0.53386, 2.44949, 0.09133], [-0.14272, 1.33036, 1.56269], [-1.07736, 1.70435, -1.27793], [-2.75191, -1.33101, 0.81796]], "e_above_lowest_ev": 8.750, "lumo_ev": 0.462, "smiles": "NCCC/C=N\\O", "max_force_ev_per_a": 6.91, "total_energy_ha": -342.8799, "e_homo_ev": -7.74}

2.
{"formula": "C5H37NO14S", "method": "the ωB97M-V functional and the def2-TZVPD basis", "symbols": ["C", "N", "C", "O", "C", "C", "C", "S", "H", "H", "H", "H", "H", "H", "H", "H", "H", "H", "H", "H", "H", "O", "H", "H", "O", "H", "H", "O", "H", "H", "O", "H", "H", "O", "H", "H", "O", "H", "H", "O", "H", "H", "O", "H", "H", "O", "H", "H", "O", "H", "H", "O", "H", "H", "O", "H", "H", "O"], "coordinates": [[0.79502, 0.53395, 0.69133], [1.60572, 1.10065, -0.41880], [2.58036, 1.98544, -0.25392], [2.80122, 2.60688, 0.79265], [-0.62176, 0.14582, 0.16958], [-0.57710, -1.31956, -0.34942], [-1.61448, -2.20983, 0.32305], [-3.25653, -1.98583, -0.42816], [1.27405, -0.38072, 0.99480], [0.69292, 1.32013, 1.43757], [1.38272, 0.65637, -1.29951], [3.29570, 2.04958, -1.07648], [-0.99802, 0.85339, -0.56798], [-1.28051, 0.43168, 0.99890], [-0.79108, -1.25869, -1.40822], [0.40147, -1.69019, -0.05312], [-1.37433, -3.23410, 0.01297], [-1.54601, -2.28852, 1.40477], [-3.23886, -0.65456, -0.62933], [0.35299, 3.48523, 2.27089], [1.56352, 3.70684, 1.37053], [0.74122, 4.13697, 1.67396], [-0.14446, 2.97702, -0.54010], [-0.80690, 3.88651, 0.32178], [-1.02401, 3.05277, -0.13942], [0.75039, -4.45457, -0.11263], [2.16288, -4.76008, -0.53386], [1.56404, -4.01521, -0.39756], [-2.17806, 0.32247, -3.14549], [-1.26544, -0.88693, -3.15816], [-1.49991, -0.11062, -3.68788], [-0.14538, -0.19703, 2.62949], [0.97703, -0.85598, 3.46522], [0.15493, -1.03153, 2.99888], [1.33272, 1.67390, 3.61023], [-0.19838, 1.98789, 4.12969], [0.37846, 1.54280, 3.50776], [-1.60460, -4.46242, -2.51828], [-0.10540, -3.94728, -2.76687], [-0.74833, -4.29595, -2.12062], [-4.42232, 1.93993, -1.74105], [-3.10046, 2.81429, -1.67545], [-3.47361, 1.93058, -1.60170], [2.15994, -2.73806, -3.33274], [1.40589, -2.99684, -1.95344], [1.31250, -2.78894, -2.88979], [1.99241, -3.15244, 1.30407], [1.47169, -1.98204, 2.02911], [2.29923, -2.48946, 1.94549], [-2.94584, 3.06026, 0.73565], [-4.12574, 2.13344, 0.93645], [-3.73347, 2.94073, 1.27900], [3.60864, 0.38131, 2.87486], [2.93864, 1.78273, 2.51093], [3.11615, 1.13202, 3.21234], [-0.10574, 0.81644, -3.40746], [1.08750, 1.46455, -4.15236], [0.72680, 1.33486, -3.27213]], "e_above_lowest_ev": 0.557, "lumo_ev": 0.040, "max_force_ev_per_a": 2.48, "total_energy_ha": -1719.0164, "e_homo_ev": -9.16}

3.
{"formula": "C13H12N2S2", "method": "the ωB97M-V functional and the def2-TZVPD basis", "symbols": ["S", "C", "N", "C", "C", "C", "C", "C", "C", "N", "C", "C", "C", "C", "C", "C", "S", "H", "H", "H", "H", "H", "H", "H", "H", "H", "H", "H", "H"], "coordinates": [[-0.81469, -1.72459, 3.77394], [-0.63097, -1.68147, 2.04414], [-0.17023, -2.85040, 1.37529], [0.55826, -2.80006, 0.15755], [1.87543, -3.11654, 0.14446], [2.59177, -3.08493, -1.04321], [1.85561, -2.67562, -2.23484], [0.44947, -2.43333, -2.20304], [-0.18251, -2.51516, -0.99147], [-0.74629, -0.62960, 1.14410], [-1.22891, 0.59858, 1.34802], [-0.91403, 1.11078, 2.63262], [-1.33562, 2.35821, 2.83279], [-2.10762, 3.04952, 1.92807], [-2.47396, 2.55758, 0.73834], [-2.12325, 1.23118, 0.52033], [-2.72572, 0.55494, -1.05735], [0.08743, -3.52454, 2.14017], [2.30744, -3.40342, 1.05524], [3.65879, -3.17895, -1.09199], [2.34681, -2.47512, -3.21399], [-0.25122, -2.18621, -3.07927], [-1.25692, -2.40256, -0.99740], [-0.94451, -0.97193, 0.18325], [-0.26855, 0.69558, 3.42792], [-1.14909, 2.81841, 3.77826], [-2.48523, 4.00085, 2.21719], [-3.15368, 2.94183, -0.07364], [-3.73140, 1.46907, -1.14654]], "e_above_lowest_ev": 1.513, "lumo_ev": 0.444, "smiles": "S=C(Nc1ccccc1)Nc1ccccc1S", "max_force_ev_per_a": 4.55, "total_energy_ha": -1408.4139, "e_homo_ev": -8.21}

4.
{"formula": "C32H41N3O3S", "method": "the ωB97M-V functional and the def2-TZVPD basis", "symbols": ["C", "C", "C", "C", "C", "C", "C", "N", "C", "C", "C", "C", "C", "C", "C", "O", "C", "C", "C", "N", "C", "C", "N", "C", "C", "C", "C", "C", "C", "C", "S", "H", "H", "H", "H", "H", "H", "H", "H", "H", "H", "H", "H", "H", "H", "H", "H", "H", "H", "H", "H", "H", "H", "H", "H", "H", "H", "H", "H", "H", "C", "C", "C", "O", "H", "H", "H", "H", "H", "H", "C", "C", "C", "O", "H", "H", "H", "H", "H", "H"], "coordinates": [[1.80230, -4.82594, 2.92766], [1.99685, -3.96974, 1.93016], [1.55803, -2.53790, 1.90081], [0.20756, -2.18195, 1.84330], [-0.91376, -3.23576, 1.76800], [-1.38290, -3.46971, 0.30714], [-2.07748, -2.25418, -0.33710], [-1.11190, -1.39981, -1.04744], [-1.70453, -0.67929, -2.18943], [-1.08725, 0.72117, -2.20515], [-0.09004, 1.05508, -3.08014], [0.46465, 2.36643, -2.99282], [0.01144, 3.26208, -2.06296], [-1.03639, 2.91352, -1.21952], [-1.58205, 1.64859, -1.29066], [-2.60155, 1.31544, -0.42520], [-0.20045, -0.86096, 1.84471], [0.75282, 0.14921, 1.86593], [0.28980, 1.60142, 1.82727], [0.16562, 2.12341, 3.22388], [2.08356, -0.21061, 1.89437], [2.51669, -1.53045, 1.92179], [3.91981, -1.84629, 1.96941], [4.65655, -1.16295, 0.93591], [5.49496, -1.92141, 0.12738], [5.64606, -3.40726, 0.33050], [6.17905, -1.23274, -0.86747], [6.07044, 0.12979, -1.02911], [5.24485, 0.88451, -0.21486], [4.54326, 0.20707, 0.76232], [3.39626, 1.02060, 1.87641], [1.24318, -4.54161, 3.82076], [2.26515, -5.81024, 2.85176], [2.48847, -4.34471, 1.02601], [-0.50702, -4.18355, 2.12916], [-1.73220, -2.85873, 2.39255], [-2.04187, -4.35102, 0.29700], [-0.53265, -3.73858, -0.34104], [-2.83627, -2.59238, -1.07060], [-2.61279, -1.62034, 0.38811], [-0.29751, -1.92460, -1.34053], [-1.52677, -1.19664, -3.14563], [-2.77734, -0.57553, -1.98583], [0.30397, 0.36197, -3.82092], [1.27938, 2.67792, -3.64623], [0.45149, 4.25369, -1.96501], [-1.44432, 3.60515, -0.47794], [-2.96692, 2.15079, -0.10926], [-1.24740, -0.57197, 1.79755], [0.99131, 2.23284, 1.26977], [-0.71887, 1.65440, 1.40008], [0.96013, 1.72033, 3.71970], [-0.65754, 1.66718, 3.62214], [4.26098, -1.53774, 2.88254], [4.72677, -3.95119, 0.07562], [5.90878, -3.66836, 1.36342], [6.45500, -3.80665, -0.29756], [6.82922, -1.80143, -1.53507], [6.62323, 0.62018, -1.83037], [5.14670, 1.96093, -0.33045], [-2.46764, 2.79696, -4.53453], [-2.86421, 2.88896, -5.98591], [-3.20152, 4.26027, -6.52207], [-2.91107, 1.90818, -6.69352], [-2.25733, 1.76657, -4.27317], [-1.57620, 3.39407, -4.34876], [-3.29743, 3.15266, -3.91945], [-2.33820, 4.92087, -6.42635], [-4.04863, 4.67694, -5.97469], [-3.46811, 4.18099, -7.57449], [-4.88272, 1.90165, 4.89384], [-3.71604, 1.58876, 3.99066], [-3.98228, 0.68384, 2.81185], [-2.61506, 2.04498, 4.20379], [-4.55182, 2.55887, 5.69562], [-5.66868, 2.40453, 4.32794], [-5.27283, 0.98115, 5.33108], [-4.73035, 1.13408, 2.15669], [-4.33402, -0.28901, 3.15965], [-3.06239, 0.54318, 2.24701]], "lumo_ev": 0.412, "smiles": "C=Cc1c(CCCNCc2ccccc2O)cc(CN)c2c1Nc1c(C)cccc1S2.CC(C)=O.CC(C)=O", "max_force_ev_per_a": 2.14, "total_energy_ha": -2032.1126, "e_homo_ev": -7.91}